ORCA calculation (the ωB97M-V functional and the def2-TZVPD basis) on an isolated molecule of C16H19N5O3S at a distorted geometry.

The geometry in XYZ format:
```
44
Properties=species:S:1:pos:R:3:forces:R:3
C -4.0780 -2.3062 2.1009 -0.08 -0.06 0.10
C -3.0822 -2.5024 1.2594 0.06 0.01 -0.21
C -3.1507 -2.1381 -0.1968 -0.48 -0.55 0.17
N -2.2164 -1.0774 -0.4878 0.58 0.58 -0.28
C -0.8823 -1.2221 -0.7021 0.02 0.15 -0.11
N -0.3146 -0.0484 -0.8750 0.37 -0.79 -0.09
N -1.2664 0.8784 -0.7694 -0.98 0.78 0.06
C -2.4108 0.2805 -0.5327 0.73 -0.24 -0.10
C -3.6640 0.9921 -0.3774 -0.54 0.62 0.07
N -4.7800 0.2909 -0.1872 0.36 -0.19 -0.03
C -5.9181 0.9464 -0.0548 -0.37 0.27 0.04
C -6.0175 2.3278 -0.1007 0.07 -0.04 -0.01
C -4.8554 3.0608 -0.3007 -0.01 -0.14 0.01
C -3.6572 2.3888 -0.4430 -0.05 -0.17 0.02
H -2.7224 2.8994 -0.6039 0.08 0.07 -0.01
H -4.8873 4.1396 -0.3450 0.01 0.07 0.00
H -6.9733 2.8138 0.0156 -0.09 0.02 0.01
H -6.7927 0.3260 0.0949 -0.13 0.05 0.02
S -0.1061 -2.7722 -0.7565 0.12 -0.36 0.00
C 1.5082 -2.3196 -1.4662 -0.16 -0.03 0.12
C 2.5065 -1.8532 -0.4117 -0.40 0.12 -0.14
O 3.4192 -2.5565 -0.0349 0.35 -0.30 0.00
N 2.2514 -0.6202 0.0616 0.11 0.46 0.21
C 3.1885 0.0374 0.9290 0.13 -0.23 -0.18
C 4.2133 0.8360 0.1280 -0.35 -0.21 0.03
O 4.2170 0.9262 -1.0687 0.12 0.05 -0.09
O 5.0917 1.4170 0.9443 0.03 -0.03 0.36
C 6.1621 2.1470 0.3352 0.31 0.16 -0.35
C 7.2993 1.2195 -0.0663 -0.38 0.09 0.14
H 7.6540 0.6637 0.7982 0.08 -0.04 0.06
H 8.1190 1.8024 -0.4763 0.11 0.05 -0.05
H 6.9546 0.5157 -0.8198 0.02 -0.04 -0.07
H 5.7752 2.6771 -0.5410 0.06 -0.01 0.19
H 6.4836 2.8632 1.0940 -0.08 -0.06 -0.10
H 2.6705 0.7025 1.6229 0.09 -0.04 -0.01
H 3.7304 -0.7268 1.4958 -0.08 0.20 0.02
H 1.4925 -0.0792 -0.3566 0.14 -0.19 0.04
H 1.8809 -3.2330 -1.9288 0.00 0.11 0.05
H 1.3325 -1.5481 -2.2138 0.05 -0.03 -0.07
H -4.1484 -1.7799 -0.4539 0.26 -0.24 -0.02
H -2.8724 -3.0009 -0.8122 -0.09 0.13 -0.02
H -2.1401 -2.9222 1.5860 0.10 -0.05 0.16
H -4.0029 -2.5691 3.1420 0.07 -0.06 0.19
H -5.0109 -1.8768 1.7756 -0.17 0.10 -0.12
```
Positions in Å, forces in eV/Å.

E_HOMO: -8.484 eV
frontier orbital gap: 8.7 eV
energy: -1518.8031 hartree
charge: 0
energy relative to the best compared isomer or geometry (same formula, charge and spin): 0.0 kcal/mol

natural (NBO) population analysis, charges in e, atoms 1 to 4: number 1, C, carries -0.3601; number 2, C, carries -0.1979; number 3, C, carries -0.2760; number 4, N, carries -0.3358

ORCA calculation (the ωB97M-V functional and the def2-TZVPD basis) on a structure of composition C16H21F6GeNPdSb.

The geometry in XYZ format:
```
47
Properties=species:S:1:pos:R:3:forces:R:3
Pd 0.3077 0.2301 -1.9112 -0.18 -0.49 0.19
N -1.7951 1.2065 -1.1656 0.03 0.12 0.12
C -2.0086 1.0618 0.1842 0.00 -0.09 -0.05
C -3.2541 0.6156 0.6447 -0.02 0.02 0.05
C -3.5144 0.4535 1.9932 0.01 -0.01 0.01
C -2.5238 0.7267 2.9253 0.01 0.00 -0.02
C -1.2739 1.1278 2.4717 -0.01 -0.04 0.00
C -0.9723 1.2927 1.1199 0.07 0.04 -0.04
C 0.4344 1.6528 0.7455 -0.05 -0.02 0.07
C 1.1241 2.5232 1.6039 -0.03 -0.01 0.02
C 2.4703 2.7992 1.4413 -0.01 -0.01 -0.02
C 3.1636 2.2050 0.3924 -0.06 -0.01 0.00
C 2.4916 1.3723 -0.4885 0.08 0.12 0.07
C 1.1321 1.0937 -0.3368 0.09 -0.08 -0.17
H -2.5291 0.9639 -1.8159 0.01 0.02 0.01
H -1.2126 1.9710 -1.5234 -0.04 0.05 -0.03
H -4.0277 0.4158 -0.0879 0.00 0.00 -0.01
H -4.4909 0.1091 2.3148 0.00 0.00 -0.01
H -2.7032 0.5904 3.9847 0.00 0.00 0.00
H -0.4767 1.2694 3.1916 0.00 -0.01 0.00
H 0.5804 2.9970 2.4143 0.01 0.02 -0.01
H 2.9683 3.4843 2.1189 0.00 0.00 0.01
H 4.2181 2.4141 0.2444 0.00 0.00 0.01
H 2.9984 0.9404 -1.3449 -0.04 -0.03 -0.01
C -0.9211 -2.4812 1.5504 -0.08 0.13 -0.01
Ge 0.7443 -2.3164 0.5199 0.08 -0.06 0.02
C 2.0675 -1.3617 1.6121 -0.02 -0.02 0.03
C 1.4149 -4.1854 0.4376 -0.01 0.00 0.02
C 0.4865 -1.6871 -1.2842 0.05 0.05 0.22
H -0.7442 -3.0709 2.4535 -0.01 0.01 0.02
H -1.6786 -2.9867 0.9478 0.00 -0.02 0.00
H -1.3173 -1.5053 1.8389 0.02 -0.07 -0.01
H 2.2862 -1.9353 2.5170 0.00 -0.01 0.01
H 1.7038 -0.3725 1.8906 0.04 -0.03 0.03
H 2.9891 -1.2287 1.0438 0.00 0.01 0.01
H 1.4939 -4.6006 1.4465 0.02 -0.03 -0.01
H 2.3968 -4.2338 -0.0370 0.00 0.02 -0.01
H 0.7281 -4.8078 -0.1404 0.00 -0.01 0.00
H -0.4138 -2.1576 -1.6916 0.00 0.03 -0.04
H 1.3443 -1.9923 -1.8901 -0.01 0.00 -0.01
F -0.9754 -0.5476 -3.5169 0.30 0.20 0.04
Sb -0.4850 1.1962 -4.8013 -0.15 -0.11 -0.38
F 0.0821 2.2423 -2.6605 -0.05 0.12 -0.05
F -2.2192 1.6845 -4.0754 -0.11 0.05 0.07
F -0.7721 2.7876 -5.9855 0.02 0.25 -0.08
F -1.3742 0.1461 -6.2059 -0.12 -0.11 -0.13
F 2.0571 -0.1020 -3.0856 0.14 0.00 0.10
```
Positions in Å, forces in eV/Å.

multiplicity: 2
E_HOMO (spin up / spin down): -1.388 / -2.516 eV
frontier orbital gap (spin up / spin down): 6.2 / 7.4 eV
energy: -3721.4521 hartree
charge: -2

natural (NBO) population analysis, charges in e, atoms 1 to 4: number 1, Pd, carries 1.1498; number 2, N, carries -0.8534; number 3, C, carries 0.2884; number 4, C, carries -0.2927